1.
Molecular formula: C3H6
Method: DFT, ωB97M-V with the def2-TZVPD basis set

The SMILES is C=CC. As for the relative energy (zero: lowest compared OMol25 entry of this formula, charge and spin): 4.4248 eV. The lowest unoccupied orbital energy (alpha / beta) comes out at 0.44 / 0.31 eV. For the total energy, the calculation gives -3203.0341 eV. The molar mass comes out at 42.08 Da. As for the HOMO energy (alpha / beta): -8.9 / -8.5 eV.

Geometry as ORCA input:
```
! RIJCOSX wB97M-V def2-TZVPD def2/J DEFGRID3
* xyz 0 1
C -1.2514 -0.2274 -0.0078
C -0.0840 0.6098 0.2715
C 1.5858 -0.0008 -0.2559
H -1.6688 -0.3964 -1.0109
H -2.1363 -0.0166 0.5856
H 1.6764 -0.9958 -0.1439
H -0.7701 -1.2081 0.2975
H 0.1749 1.5937 0.2377
H 2.4734 0.6416 0.0262
*
```

=====

2.
Molecular formula: C30H27N11O3S3V
Method: DFT, ωB97M-V with the def2-TZVPD basis set

As for the relative energy (zero: lowest compared OMol25 entry of this formula, charge and spin): 0.5113 eV. The lowest unoccupied orbital energy (alpha / beta) comes out at 0.30 / 0.30 eV. For the total energy, the calculation gives -112277.4890 eV. The molar mass comes out at 736.77 Da. As for the HOMO energy (alpha / beta): -6.9 / -8.1 eV.

Geometry as ORCA input:
```
! RIJCOSX wB97M-V def2-TZVPD def2/J DEFGRID3
* xyz 0 4
V 11.7780 9.4436 9.8823
S 13.0113 5.4287 7.4436
S 14.0262 11.6518 6.3753
S 10.8655 12.4626 11.3866
O 10.0277 13.5953 11.0945
O 12.2759 12.6616 11.5427
O 13.4229 9.2412 11.1672
N 12.2247 7.7608 12.4550
N 8.6834 10.0557 16.2508
N 11.1017 8.1129 11.6257
N 10.6290 11.2936 10.2979
N 12.2718 7.6464 8.6043
N 9.9510 9.9724 8.7560
N 13.0988 10.2796 8.3263
N 8.9188 12.1046 8.7216
N 8.4011 7.0379 10.3420
N 11.2854 5.7837 9.5418
N 13.3656 12.4785 8.8858
C 15.7078 8.8206 12.6718
C 8.1720 9.2428 11.3035
C 9.8728 6.9904 13.3884
C 13.7933 9.9776 6.0899
C 10.2244 11.7098 12.8304
C 13.5124 6.9611 6.8578
C 12.0824 6.3690 8.6452
C 13.3322 9.4151 7.2332
C 13.3004 8.3498 12.0522
C 16.9046 8.5649 13.3359
C 9.9475 7.7205 12.0504
C 8.9464 12.0258 13.2060
C 8.2021 10.3899 7.2467
C 8.1821 11.6507 7.7265
C 7.3052 7.3150 9.6107
C 9.7907 11.2201 9.2426
C 7.1196 9.4898 10.4828
C 11.0022 10.9058 13.5989
C 17.0726 7.3300 13.9966
C 13.4369 11.4820 8.0121
C 8.7789 7.9958 11.1747
C 9.1943 9.5360 7.7558
C 14.8578 6.7083 13.3044
C 10.4545 10.2744 14.7155
C 13.0989 7.9840 7.5709
C 14.6371 7.9126 12.6861
C 9.2160 10.6742 15.1518
C 6.6720 8.5629 9.5999
C 8.4174 11.5164 14.3992
C 16.0295 6.4368 14.0182
H 7.5971 10.1378 6.3938
H 10.9023 6.8074 13.7653
H 15.5512 9.7676 12.2131
H 10.4450 6.2475 9.7235
H 9.3598 8.4998 7.4756
H 7.8331 10.4946 16.5618
H 9.4347 7.5915 14.2217
H 17.7135 9.3028 13.3366
H 16.0688 5.5024 14.4724
H 9.3070 9.9672 17.0445
H 11.9937 10.5689 13.2334
H 5.7317 8.6506 8.9946
H 18.0475 7.1540 14.5453
H 7.4286 11.8175 14.7462
H 12.9456 12.3284 9.7771
H 14.1829 9.4969 5.2067
H 6.8818 6.5007 8.9652
H 8.2770 9.9037 12.1385
H 14.1400 7.0867 5.9925
H 13.9686 6.0871 13.4337
H 13.6700 13.3867 8.6710
H 10.9958 9.4851 15.2219
H 11.1831 4.7980 9.5084
H 9.3020 6.1062 13.2163
H 8.2898 12.5111 12.5464
H 7.3798 12.2664 7.4447
H 6.6102 10.4757 10.5332
*
```

=====

3.
Molecular formula: H30O15
Method: DFT, ωB97M-V with the def2-TZVPD basis set

As for the relative energy (zero: lowest compared OMol25 entry of this formula, charge and spin): 2.1747 eV. The lowest unoccupied orbital energy comes out at -1.12 eV. For the total energy, the calculation gives -31199.4909 eV. The molar mass comes out at 270.23 Da. As for the HOMO energy: -9.5 eV.

Geometry as ORCA input:
```
! RIJCOSX wB97M-V def2-TZVPD def2/J DEFGRID3
* xyz 0 1
O -2.6170 2.0214 0.8708
O -1.3409 0.5277 2.7436
O -0.0733 0.0567 0.2460
O 1.4362 -0.9198 -1.7154
O -2.6865 0.3647 -1.2315
O 1.5536 -3.1236 1.4117
O 2.3030 -3.4390 -1.1268
O 0.2279 2.2850 -3.6738
O -1.0339 -0.1125 -3.4035
O 1.2796 1.8530 1.7350
O -2.0266 -2.0720 2.2310
O 3.2531 0.4240 0.5216
O -0.6896 -2.6785 -0.0458
O -0.0018 2.7234 -0.8371
O 1.5015 -0.7634 2.5981
H -2.0560 0.6947 3.3935
H -0.8275 0.7907 -3.7189
H 1.0039 -0.0446 2.2280
H 1.2276 -1.3381 -2.5438
H 1.9583 -0.2364 -2.1575
H -0.5624 2.5954 -4.0615
H -1.5772 0.0284 -2.6151
H -0.5441 0.6472 -0.2887
H -1.5487 -2.4300 1.4852
H 2.5630 0.9396 0.9065
H 0.8104 1.9898 2.5621
H -2.6086 0.9197 -0.4569
H 2.1981 -3.2404 0.6697
H 0.8874 2.9989 -0.6783
H 4.0487 0.7714 0.8424
H -3.6289 0.3451 -1.2563
H 0.7031 1.5057 1.0566
H -2.0882 2.8232 1.0344
H -0.6403 -1.7301 -0.3520
H 0.9483 -1.0229 3.3539
H -1.6988 1.0088 2.0286
H 0.1428 -2.8286 0.3817
H -0.6894 3.3981 -1.0632
H 0.6252 -0.2375 -0.4073
H 1.5438 -2.1628 1.6065
H 1.6323 -4.1034 -1.2452
H -1.5607 -1.2812 2.4710
H 0.1632 2.2706 -2.7085
H -3.3905 2.3538 0.3676
H 1.8797 -2.5721 -1.1583
*
```

=====

4.
Molecular formula: C20H31AlCl2N4O3
Method: DFT, ωB97M-V with the def2-TZVPD basis set

The lowest unoccupied orbital energy comes out at 0.21 eV. For the total energy, the calculation gives -64991.3044 eV. The molar mass comes out at 473.38 Da. As for the HOMO energy: -5.7 eV.

Geometry as ORCA input:
```
! RIJCOSX wB97M-V def2-TZVPD def2/J DEFGRID3
* xyz 0 1
Cl -1.3255 1.8118 1.6387
Cl -1.8992 -0.0669 -1.0999
Al -0.3217 -0.0039 0.5962
O -1.5061 -1.2765 1.7715
O 1.0109 0.9620 -0.3023
O 0.5389 -1.7984 -0.0996
N -3.5556 -1.8910 2.5298
N 0.9369 0.0206 2.0784
N 2.4307 0.6871 3.5990
N 2.3335 -3.1017 -0.5845
C -2.5460 1.1607 -3.2186
C 0.7065 5.0991 -0.4454
C -1.2875 1.6110 -2.5576
C 3.7713 -3.2647 -0.6000
C -0.1796 0.9002 -2.3366
C 1.6639 1.0542 2.5565
C 1.0460 2.9958 -1.5877
C -2.7427 -1.1635 1.7590
C 1.3986 5.0919 -2.7413
C 1.5300 -4.2015 -1.0739
C 1.7667 -1.9528 -0.2152
C 1.3958 3.7046 -2.7332
C 0.7154 3.7116 -0.4422
C 1.2673 -1.0319 2.8561
C -3.1209 -3.1410 3.1186
C 1.0184 1.4851 -1.5999
C 2.1882 -0.6195 3.7927
C 0.0266 -0.5298 -2.7180
C -4.9011 -1.4458 2.8202
C 1.0448 5.7964 -1.5975
H 1.6732 5.6254 -3.6424
H -5.0381 -0.4313 2.4597
H -3.2389 -0.4486 1.1046
H 2.4559 -1.1292 -0.0362
H -2.0722 -3.2878 2.8906
H 3.0818 1.2934 4.1448
H -3.2561 -3.1150 4.1999
H -1.2887 2.6498 -2.2452
H 1.6674 3.1577 -3.6279
H 1.0384 6.8790 -1.6039
H 4.2317 -2.3599 -0.2220
H -3.7004 -3.9721 2.7159
H -5.0866 -1.4617 3.8947
H 1.9367 -4.5800 -2.0105
H 0.4334 5.6396 0.4530
H -5.6330 -2.0915 2.3338
H 0.4769 3.1579 0.4535
H 2.6487 -1.2275 4.5599
H -3.3970 1.2516 -2.5388
H -0.2135 -1.1836 -1.8816
H -2.4905 0.1040 -3.4932
H 4.1196 -3.4512 -1.6170
H 1.6409 2.0581 2.1575
H 0.5174 -3.8605 -1.2606
H 4.0607 -4.1085 0.0257
H 1.0794 -0.7079 -2.9508
H 0.8693 -2.0328 2.7518
H 1.5058 -5.0112 -0.3437
H -0.5576 -0.8366 -3.5816
H 1.9154 1.1524 -2.1339
H -2.7851 1.7234 -4.1167
*
```

=====

5.
Molecular formula: C41H51BN6O2S2Si4Ti
Method: DFT, ωB97M-V with the def2-TZVPD basis set

As for the relative energy (zero: lowest compared OMol25 entry of this formula, charge and spin): 0.7845 eV. The lowest unoccupied orbital energy (alpha / beta) comes out at 4.15 / 4.15 eV. For the total energy, the calculation gives -133360.0602 eV. The molar mass comes out at 895.06 Da. As for the HOMO energy (alpha / beta): -0.5 / -0.5 eV.

Geometry as ORCA input:
```
! RIJCOSX wB97M-V def2-TZVPD def2/J DEFGRID3
* xyz -2 1
Ti -0.0201 -0.6206 0.2065
S -4.7475 -1.6726 -1.8306
S -3.0198 -0.1871 0.1855
Si -1.1189 2.1296 -2.0233
Si 0.5170 3.1738 -3.3336
Si -2.7367 1.6558 -3.6503
Si -2.0471 4.0234 -1.0043
O -1.4391 1.1410 2.2606
O 0.0719 2.5729 1.3366
N -2.1675 -1.9004 -1.7107
N -0.6238 -1.6809 1.8760
N -0.8957 -1.7199 -1.1708
N 1.3793 -2.3435 0.1224
N 1.5366 0.0146 -1.0091
N 1.3781 -0.0033 1.6330
C 4.9400 1.0111 1.1430
C -0.7292 5.1943 -0.2959
C 1.0792 -3.0567 -1.0419
C -1.9362 -3.2433 3.0914
C 1.9384 -4.1401 -1.4478
C 1.2962 -0.5051 5.3408
C 3.2895 -3.7489 0.5075
C 3.0083 -4.4805 -0.6928
C 2.5752 0.4301 1.1224
C -1.2963 -2.9333 4.2543
C 3.9849 0.0778 -2.3225
C 0.0332 -1.3530 3.0242
C -0.7620 4.6332 4.2624
C -4.5032 1.6490 -2.9737
C 0.1533 4.9075 -4.0416
C -1.5736 -2.5832 1.9065
C -0.2842 -1.9488 4.2575
C -3.2827 3.6058 0.3655
C -0.0705 -2.7108 -1.6937
C -2.4204 0.0358 -4.5685
C 1.0014 2.2083 -4.9024
C -0.0946 4.3121 3.0745
C -1.3236 2.2349 3.0526
C 1.0898 -0.3702 2.9194
C 2.4568 -2.7200 0.8405
C -2.8271 2.9298 -5.0728
C 3.9322 0.4027 -0.9441
C 1.6467 0.0795 4.1063
C -3.0450 5.1953 -2.1321
C 0.3857 -1.5177 5.4303
C 3.7136 0.8294 1.8084
C 5.0715 0.7784 -0.1955
C -1.9903 2.5390 4.2169
C -3.1216 -1.2646 -1.1315
C 2.8412 -0.2406 -2.9849
C 1.6152 -0.2388 -2.2968
C 2.1221 3.4388 -2.3642
C 2.6787 0.3124 -0.3154
C -1.6932 3.7666 4.8214
C -0.3995 3.1051 2.4895
C -5.3877 -2.5817 -0.4034
B -0.5468 1.3048 1.1200
H -4.2694 3.4225 -0.0735
H -1.9054 2.9269 -5.6636
H 0.9695 5.2623 -4.6854
H 0.2458 2.3429 -5.6822
H 0.6782 -0.4143 -2.8057
H -2.0690 -2.7902 0.9680
H 0.0141 5.6363 -3.2378
H 5.8043 1.3236 1.7183
H -3.9127 4.6783 -2.5535
H -4.5246 1.2790 -1.9423
H 2.3257 0.9148 4.1035
H 1.6852 -4.6801 -2.3535
H -3.3699 4.4106 1.1049
H 1.7686 -0.1372 6.2443
H 6.0308 0.8649 -0.6916
H -2.2028 4.0466 5.7358
H -1.5601 -3.4214 5.1867
H 2.6137 2.4853 -2.1474
H -2.3947 -0.8166 -3.8810
H -5.3112 -1.9514 0.4825
H 4.1313 -3.9957 1.1401
H -2.9565 3.9378 -4.6708
H 0.1386 -1.9725 6.3823
H 2.8562 -0.4927 -4.0367
H -2.7211 1.8542 4.6298
H 0.6224 4.9886 2.6266
H 3.6903 0.9566 2.8752
H 1.9669 2.5487 -5.2964
H -3.1984 -0.1498 -5.3192
H -2.7316 -3.9765 3.0683
H -0.3070 5.8095 -1.0963
H -3.6672 2.7212 -5.7503
H -6.4325 -2.8235 -0.6058
H -0.5515 5.5771 4.7508
H 2.6499 -2.1489 1.7437
H 2.8312 4.0704 -2.9132
H 0.0900 4.6350 0.1619
H -1.1532 5.8640 0.4625
H 1.9108 3.9161 -1.4008
H 3.6479 -5.3074 -0.9852
H -3.4067 6.0745 -1.5814
H -5.1619 1.0033 -3.5660
H 4.9426 0.0949 -2.8310
H -3.0056 2.6879 0.8938
H 1.0781 1.1335 -4.7075
H -4.8176 -3.5011 -0.2601
H -4.9141 2.6632 -2.9765
H -2.4321 5.5455 -2.9682
H -1.4528 0.0816 -5.0825
H -0.7669 4.8945 -4.6320
H -0.4476 -3.2929 -2.5232
*
```

=====

6.
Molecular formula: C3H2CaO3
Method: DFT, ωB97M-V with the def2-TZVPD basis set

As for the relative energy (zero: lowest compared OMol25 entry of this formula, charge and spin): 2.9973 eV. The lowest unoccupied orbital energy (alpha / beta) comes out at -3.94 / -4.53 eV. For the total energy, the calculation gives -27712.9136 eV. The molar mass comes out at 126.12 Da. As for the HOMO energy (alpha / beta): -10.4 / -13.1 eV.

Geometry as ORCA input:
```
! RIJCOSX wB97M-V def2-TZVPD def2/J DEFGRID3
* xyz 1 2
Ca -1.0917 3.1035 -0.2201
O 0.5893 -1.1587 0.6273
O -1.2988 -0.2836 1.4268
O -0.1459 0.7091 -0.2094
C 0.9981 -0.2078 -1.3832
C 1.2854 -1.1891 -0.6035
C -0.2446 -0.1604 0.7021
H -1.2767 -1.0651 2.0019
H 1.1850 0.2523 -2.3421
*
```